128
Properties=species:S:1:pos:R:3:forces:R:3:lowdin_charge:R:1 method="wB97M-V/def2-TZVPD" max_force_ev_per_a=0.4 relative_energy_kj_mol=21.7 e_homo_ev=-6.993
C 1.98255 -2.48678 5.13329 -0.121 0.022 0.088 -0.03
C -0.36580 5.56666 0.48292 0.014 0.041 -0.006 -0.01
H 5.42753 -2.68571 -2.08035 -0.041 -0.007 0.020 0.09
C -1.05076 1.07883 -6.26048 -0.034 0.065 -0.130 0.05
C -0.17881 0.50860 6.12980 0.081 0.085 -0.020 -0.20
S -4.73309 4.44564 1.26507 0.102 -0.121 0.028 1.05
H -0.91856 -1.42052 4.30670 0.010 0.067 -0.069 0.12
O 4.30858 -2.53540 1.11086 0.023 -0.185 0.125 -0.17
Si 2.67475 -2.41474 1.21356 -0.167 0.342 -0.088 -0.15
C 0.34663 0.62444 -4.40016 0.041 -0.037 0.057 -0.12
H -1.08733 0.78108 6.66744 -0.028 0.031 0.022 0.13
C 6.10071 -1.29228 0.17691 0.004 0.098 -0.020 -0.03
N -0.73965 0.91020 1.90467 0.122 -0.159 0.060 0.03
Cl -0.35345 -2.08394 -2.35959 -0.010 -0.134 -0.086 0.58
H 3.38425 -5.79843 1.28450 -0.053 -0.014 0.027 0.09
C -4.20686 4.10957 -2.71996 -0.092 0.014 -0.146 0.05
H -5.40666 6.52151 -1.58461 0.000 -0.012 0.061 0.11
C -2.81404 3.27825 -0.98844 0.111 0.033 0.017 -0.11
C 1.43413 -4.94952 0.89531 -0.015 0.071 -0.016 -0.63
C -0.45216 1.97531 2.65681 0.023 0.024 -0.086 -0.20
Cl 1.25460 -4.04507 -3.84262 0.019 0.061 0.052 0.52
C -3.90055 4.08970 -1.38075 -0.047 0.037 0.184 -0.19
H 4.11762 -3.91860 4.33196 -0.001 0.038 -0.022 0.09
H 0.94138 -6.78568 -0.12946 -0.031 0.030 -0.045 0.09
C 2.95059 -2.12066 4.01927 -0.077 0.143 -0.128 -0.64
H 1.84781 -3.57007 5.17455 0.005 0.038 0.001 0.09
C 5.28763 -2.57416 0.06819 -0.115 0.019 0.042 -0.65
H -4.69799 -2.53528 0.91767 0.081 0.036 0.002 0.03
H -4.65861 1.10068 0.41581 -0.032 -0.036 -0.070 0.02
H 4.07705 -3.61330 -1.39170 0.038 0.069 -0.015 0.08
H -1.30886 1.01033 -7.31165 0.007 -0.005 0.028 0.12
C 3.16221 -0.60889 3.96583 -0.031 0.017 -0.085 -0.03
Si -3.46408 -0.89188 -0.49257 -0.253 -0.140 -0.095 0.21
H 5.53975 -4.70065 0.29637 0.046 0.038 -0.005 0.08
O 0.83576 1.37428 6.61070 -0.070 -0.039 -0.017 -0.05
C -5.34303 6.04675 -0.61361 -0.086 0.155 -0.010 -0.13
O 2.30850 -2.54663 2.81432 0.185 -0.369 0.090 -0.16
C 4.65026 -2.68427 -1.31241 -0.135 -0.059 0.023 -0.04
H 1.90846 -1.96103 -2.96585 0.037 0.026 -0.049 0.00
H -4.60512 3.88090 -5.40045 0.035 -0.031 0.027 0.12
H -6.52334 7.48318 0.59755 0.027 -0.045 -0.011 0.10
C -0.90041 -0.27332 2.49947 -0.026 0.121 -0.096 -0.12
H 1.60486 -3.15421 -1.67348 0.018 -0.077 0.070 -0.02
C -0.95447 5.59078 1.74111 -0.001 0.010 0.025 -0.19
C -3.00124 2.58669 -5.88538 0.072 -0.068 -0.003 -0.02
C -0.25449 1.88080 4.02328 -0.081 0.045 0.083 0.05
C 0.60395 -0.99953 -7.81002 -0.039 -0.102 -0.145 -0.12
C 1.19118 -5.75104 -0.37548 -0.075 -0.092 -0.066 -0.03
C -4.81049 0.41323 -0.42499 0.019 0.213 0.031 -0.16
O -1.98703 -0.24782 -0.45140 -0.062 -0.154 0.121 -0.59
H -1.42406 4.39615 3.46001 0.008 0.006 -0.023 0.12
H 0.30800 -4.10785 2.53158 -0.017 -0.046 -0.046 0.07
H 1.00933 -2.02905 4.93951 0.166 -0.062 0.052 0.05
H 5.43763 -0.43082 0.06608 0.039 -0.037 -0.003 0.08
H 2.21223 -0.10528 3.75797 0.095 -0.042 0.019 0.07
C -3.43796 3.37288 -3.63409 -0.110 0.057 -0.091 -0.13
H -0.36265 -5.63110 1.89922 0.014 0.038 -0.011 0.09
S 2.00546 -0.63017 0.37611 0.242 -0.236 0.020 0.21
C 2.42239 -5.69092 1.79357 0.064 0.123 -0.079 -0.02
C -0.95064 4.42382 2.48855 -0.037 0.016 0.042 0.04
H -2.16209 7.31971 1.46988 -0.071 0.001 -0.023 0.13
H -3.66908 -1.48801 1.90986 -0.026 -0.074 -0.062 0.02
C -3.72199 -2.04043 0.96419 0.057 -0.054 0.158 -0.17
C -5.93783 6.57437 0.56715 0.033 0.019 -0.136 -0.18
H 4.95735 -2.66052 3.41207 -0.005 0.016 0.019 0.07
H -0.55287 -4.12213 0.97844 0.020 -0.031 0.005 0.08
H -5.05617 4.67925 -3.08177 0.012 -0.026 0.013 0.13
H 6.59977 -3.72853 1.33246 -0.008 -0.011 -0.033 0.08
C 0.19405 4.38596 0.02873 -0.005 -0.111 -0.014 -0.13
N 0.17797 3.25485 0.73123 -0.088 0.187 0.065 0.06
C -3.74616 -1.86421 -2.06849 0.049 -0.065 -0.116 -0.19
H 1.23727 0.17262 -3.96726 -0.075 -0.020 0.004 0.09
H 0.65366 4.33108 -0.95294 -0.017 -0.022 0.022 0.12
H 1.59703 -2.34238 -9.26930 -0.001 0.035 0.070 0.10
H -2.94927 -2.81744 0.98257 -0.070 0.035 0.018 0.02
H 0.04080 -0.53377 6.36824 0.017 -0.065 0.017 0.11
H -3.17831 -2.79985 -2.07364 -0.051 0.072 -0.025 0.01
H -5.79704 -0.04766 -0.30424 0.085 0.021 -0.022 0.03
H 3.57614 -0.24915 4.91250 0.010 0.006 -0.013 0.09
C 6.15289 -3.79690 0.33838 0.045 -0.058 0.022 -0.03
H 0.02930 2.75158 4.60066 -0.016 -0.029 -0.012 0.13
H 2.09067 -5.74762 -0.99572 -0.030 -0.033 0.033 0.08
H -1.14491 -1.10417 1.84544 0.063 0.067 0.037 0.10
C 1.26093 -2.75636 -2.61947 0.034 0.021 -0.021 -1.00
C -2.34017 2.65858 -3.13903 0.057 -0.076 0.122 -0.14
C -1.85379 1.85613 -5.41189 -0.091 0.035 -0.113 -0.13
C 4.27721 -2.84115 4.24252 -0.013 -0.030 -0.101 -0.02
H 2.58152 -5.14840 2.72531 0.008 0.023 -0.005 0.07
C 0.90538 -0.43582 -6.60348 -0.030 0.110 0.085 -0.48
H -2.56153 3.18948 0.06887 0.004 0.049 -0.092 0.10
H 3.85383 -0.34927 3.15953 -0.044 0.002 0.064 0.08
N -0.39754 1.31802 -3.57811 -0.038 0.019 -0.078 0.09
H -0.34987 -0.86730 -8.30534 0.067 -0.013 0.033 0.11
O -2.35633 6.57249 3.40561 0.054 0.020 -0.075 -0.06
H 4.73581 -2.48227 5.16744 -0.010 -0.032 -0.019 0.09
H 6.87012 -1.25140 -0.59911 -0.027 -0.004 0.053 0.09
Sn -0.19905 0.67903 -0.55352 0.158 0.289 -0.229 1.03
C -0.76630 -0.44188 3.86582 -0.122 -0.018 -0.003 0.00
C 0.05884 0.43249 -5.76825 0.096 -0.122 -0.063 -0.19
C 1.65261 -1.80869 -8.32975 -0.118 0.047 -0.025 -0.18
C -0.38415 3.28086 1.93877 0.039 -0.122 -0.035 -0.22
H -3.42809 -1.27797 -2.93886 -0.044 -0.056 0.048 0.02
H 1.66305 1.14000 6.17457 0.008 -0.023 -0.003 0.08
C -1.50196 1.91875 -4.05865 0.077 -0.032 0.084 -0.15
H -6.00619 5.95978 2.67875 0.020 0.006 -0.062 0.07
H 6.58421 -1.23724 1.15520 -0.024 0.009 -0.038 0.09
C -4.65281 4.88826 -0.39725 0.096 -0.113 -0.016 -0.48
H -4.80606 -2.11040 -2.19678 0.083 0.019 0.021 0.03
H -3.24440 2.54037 -6.94088 0.004 -0.011 0.032 0.12
C -0.40899 0.64827 4.64509 0.008 0.022 0.034 -0.18
H 6.95214 -3.87931 -0.40307 -0.031 0.003 0.040 0.09
H -4.82849 1.00371 -1.34870 -0.006 -0.005 0.081 0.02
H 2.03674 -6.68599 2.02592 0.023 0.031 0.013 0.09
H 3.66364 -2.37772 -7.64059 -0.088 0.042 0.000 0.07
C -1.56591 6.85982 2.26339 -0.039 -0.071 0.100 -0.20
C 0.12092 -4.68941 1.62543 -0.004 0.018 0.082 -0.02
C -3.74917 3.32111 -5.03912 -0.013 0.055 0.059 -0.02
C 2.73365 -1.84517 -7.50541 0.044 -0.019 -0.004 -0.41
C -5.68123 5.80711 1.66084 -0.012 -0.018 0.027 -0.41
H -0.75560 7.55157 2.51774 0.017 0.041 -0.003 0.13
N -2.04977 2.61533 -1.82333 -0.161 0.102 0.131 0.10
H 3.97726 -1.84206 -1.48512 0.034 0.003 -0.004 0.05
H -0.35921 6.45056 -0.14516 0.024 -0.034 0.018 0.12
H 0.36715 -5.32700 -0.95667 0.090 0.018 0.023 0.08
O 1.96457 -3.69370 0.45443 0.045 0.021 0.073 -0.18
H 2.35709 -2.14352 6.10151 -0.024 -0.027 -0.015 0.09
H -2.69223 7.39909 3.76193 -0.003 0.009 0.001 0.09
S 2.48737 -0.90106 -6.10656 0.061 0.032 0.115 1.04

---

47
Properties=species:S:1:pos:R:3:forces:R:3:lowdin_charge:R:1 method="wB97M-V/def2-TZVPD" max_force_ev_per_a=0.7 relative_energy_kj_mol=32.4 e_homo_ev=-9.106
H -0.45283 -2.16633 2.77729 0.009 0.097 -0.013 0.13
H -0.43605 -3.62206 -1.12951 -0.163 -0.021 0.011 0.12
H -0.98448 -4.64004 2.40528 -0.076 -0.005 0.073 0.08
H -2.47278 7.55333 2.51177 -0.029 0.107 0.095 0.07
C -0.47445 0.00463 -1.20896 -0.102 0.185 -0.185 -0.18
C -1.03569 5.81351 -0.12467 -0.284 -0.510 0.118 -0.19
H 1.09220 -0.64688 0.03418 -0.058 -0.141 0.082 0.14
C 0.56957 -3.51085 1.42945 -0.098 0.013 0.055 -0.31
H -0.58283 4.32808 -1.62742 -0.105 -0.035 0.069 0.12
C 2.69766 -3.16110 -2.29110 0.074 0.034 -0.087 -0.10
C 2.67847 -3.24035 0.10447 -0.079 -0.002 0.032 -0.05
H -1.47592 -3.95262 0.86522 -0.114 -0.023 -0.048 0.07
H 4.44437 -2.96370 -1.06864 0.084 0.001 -0.003 0.10
C 3.37365 -3.10743 -1.08449 0.115 0.063 -0.049 -0.09
H -2.20258 4.16207 -0.90158 0.043 -0.002 -0.010 0.13
H -1.71509 5.27845 1.83234 -0.086 -0.046 0.004 0.11
C -1.14929 4.39961 -0.68641 0.146 0.245 -0.172 -0.24
C -1.80680 7.42298 1.66209 -0.115 -0.232 -0.023 -0.12
H 0.79188 -3.39714 -3.23481 -0.046 -0.006 -0.076 0.10
C -0.97330 2.14428 0.04127 0.114 -0.298 -0.140 -0.22
C -1.95569 6.02556 1.07502 0.230 0.167 -0.092 -0.27
C 1.30089 -3.42964 0.11127 0.181 -0.218 0.082 -0.22
C 0.16166 -2.08760 1.87987 -0.098 -0.152 0.036 -0.06
C 0.63325 -3.48342 -1.10658 0.062 -0.106 0.017 -0.04
H 3.23704 -3.05832 -3.22116 0.041 -0.001 -0.073 0.10
H -2.06021 2.03581 -0.09245 0.051 -0.006 0.045 0.13
H 0.82130 1.72640 -1.06664 0.049 0.060 -0.045 0.12
C -0.24707 1.51464 -1.15377 -0.236 0.019 0.303 -0.16
H -1.28180 6.52551 -0.91511 0.050 0.048 -0.044 0.12
H 3.21387 -3.19953 1.04355 0.038 -0.012 0.110 0.11
H -2.99208 5.86946 0.76601 -0.040 -0.086 0.015 0.11
H -0.78566 7.58898 1.99776 0.108 0.073 0.053 0.07
C 1.32637 -3.35127 -2.29693 -0.057 -0.002 -0.077 -0.08
H -0.40934 -5.36734 0.90256 -0.010 -0.102 -0.017 0.09
H -2.04890 8.17850 0.91720 -0.009 0.135 -0.040 0.07
C -0.65228 -4.42661 1.39170 0.156 0.022 0.001 -0.06
O -1.85783 -1.49758 0.70653 -0.534 -0.154 0.024 0.06
H 1.26999 -3.89947 2.17871 -0.043 0.073 -0.104 0.14
O -0.63871 3.49044 0.26636 0.050 0.266 0.099 -0.15
N 0.08998 -0.66909 -0.06484 0.172 0.353 -0.077 0.06
C -0.65203 -1.39565 0.80170 0.564 0.159 0.290 -0.52
H -0.68513 1.62322 0.95810 -0.109 -0.029 -0.101 0.12
H -0.60706 1.95619 -2.08417 0.059 0.017 -0.064 0.11
H -0.03166 -0.40408 -2.12465 -0.122 -0.005 0.057 0.12
H -0.00079 5.97881 0.17826 0.093 0.074 -0.061 0.12
H 1.05471 -1.50299 2.10743 0.007 0.007 0.028 0.12
H -1.54430 -0.21769 -1.20017 0.116 -0.026 -0.095 0.12